DFT (the ωB97M-V functional and the def2-TZVPD basis) results for 2 unconnected molecules or ions with the total composition C5H13N2O.

LUMO: -3.24 eV
orbital gap: 9.213 eV
DFT total energy: -382.7460 hartree

Geometry as ORCA input:
```
! RIJCOSX wB97M-V def2-TZVPD def2/J DEFGRID3
* xyz 1 1
C -1.74 0.19 -0.09
C -0.27 0.37 -0.58
C 0.75 -0.70 -0.22
C 1.46 -1.42 -1.10
C 1.71 -1.30 1.89
N 0.74 -1.38 1.08
N -1.71 -0.20 1.36
H -2.42 1.04 -0.17
H -2.21 -0.64 -0.61
H 0.16 1.37 -0.25
H -0.30 0.52 -1.72
H 1.76 -0.96 -2.06
H 1.93 -2.37 -0.95
H 2.72 -0.93 1.75
H 1.74 -1.99 2.73
H -2.63 -0.15 1.81
H -1.32 -1.14 1.62
H -1.12 0.47 1.91
H -1.02 3.32 -2.27
H 0.54 3.76 -2.15
O -0.15 3.13 -1.93
*
```

natural (NBO) atomic charge list, values in e, 2 entries: C -0.211; C -0.488